Entry 1:
{
  "formula": "C4H4N2O2",
  "method": "ωB97M-V with the def2-TZVPD basis set",
  "fmax_ev_per_a": 7.3,
  "e_homo_ev": -9.05,
  "charge": 0,
  "orbital_gap_ev": 9.7,
  "symbols": ["C", "C", "C", "C", "H", "H", "H", "H", "N", "N", "O", "O"],
  "positions_angstrom": [[0.72, 0.88, -1.81], [0.33, -0.54, 0.12], [0.65, -1.18, 1.29], [-1.24, -0.04, 1.38], [1.79, 1.52, -2.30], [2.11, -0.42, -0.65], [1.58, -1.53, 1.74], [-2.36, 0.12, 1.69], [1.31, 0.08, -0.76], [-0.54, -0.86, 2.01], [-0.46, 1.29, -1.96], [-0.96, 0.09, 0.07]]
}

=====

Entry 2:
{
  "formula": "C4H4N2O2",
  "method": "ωB97M-V with the def2-TZVPD basis set",
  "fmax_ev_per_a": 5.5,
  "e_homo_ev": -8.31,
  "charge": 0,
  "orbital_gap_ev": 7.7,
  "smiles": "N/N=C1/C=CC(=O)O1",
  "symbols": ["N", "N", "C", "C", "C", "C", "O", "O", "H", "H", "H", "H"],
  "positions_angstrom": [[-0.78, -0.38, 2.54], [-1.36, -0.65, 1.34], [-0.52, -0.43, 0.31], [-0.98, -0.70, -1.08], [0.00, -0.04, -1.83], [0.95, 0.67, -0.94], [1.90, 1.34, -1.39], [0.74, 0.08, 0.48], [0.25, 0.04, 2.56], [-1.47, -0.31, 3.27], [-1.85, -1.09, -1.55], [0.27, 0.17, -2.88]]
}

=====

Entry 3:
{
  "formula": "C4H4N2O2",
  "method": "ωB97M-V with the def2-TZVPD basis set",
  "fmax_ev_per_a": 9.3,
  "e_homo_ev": -9.45,
  "charge": 0,
  "orbital_gap_ev": 9.3,
  "smiles": "C=C1NC(=O)NC1=O",
  "symbols": ["C", "C", "N", "C", "O", "N", "C", "O", "H", "H", "H", "H"],
  "positions_angstrom": [[0.86, 0.24, -2.20], [0.11, -0.07, -1.07], [-1.08, -0.34, -0.62], [-1.05, -0.53, 0.80], [-2.07, -0.77, 1.54], [0.18, -0.03, 1.24], [0.95, 0.51, 0.11], [2.01, 1.09, 0.25], [2.02, 0.59, -2.27], [0.50, 0.11, -3.31], [-1.78, -1.20, -1.05], [0.78, -0.40, 2.11]]
}

=====

Entry 4:
{
  "formula": "C4H4N2O2",
  "method": "ωB97M-V with the def2-TZVPD basis set",
  "fmax_ev_per_a": 3.4,
  "e_homo_ev": -9.95,
  "charge": 0,
  "orbital_gap_ev": 10.5,
  "smiles": "O=CCc1conn1",
  "symbols": ["O", "C", "C", "C", "C", "O", "N", "N", "H", "H", "H", "H"],
  "positions_angstrom": [[1.92, -1.25, -0.27], [1.89, -0.04, -0.07], [0.70, 0.92, -0.18], [-0.61, 0.17, 0.09], [-0.97, -1.11, 0.12], [-2.25, -1.23, -0.22], [-2.74, 0.08, -0.23], [-1.81, 0.84, -0.02], [2.77, 0.44, 0.45], [0.91, 1.51, -1.09], [0.75, 1.62, 0.66], [-0.56, -1.95, 0.76]]
}